Entry 1:
Formula: C38H57F2N14O10P
Source: the OMol25 dataset
Level of theory: the ωB97M-V functional and the def2-TZVPD basis

Last column: Mulliken charge in e.
Positions of all 122 atoms, in Å:
H -0.5901 2.9267 2.0028  -0.0961
C 4.9798 3.3179 2.3037  0.3475
H 1.9654 -2.2760 -1.4773  0.0844
C -0.6759 1.1670 -0.8699  0.7978
N 1.5782 1.1391 -1.6095  -0.1916
C -3.1094 0.4154 4.7214  -0.1155
N 3.1037 -5.2356 -0.7264  -0.4795
H -0.5856 -6.6816 2.5615  0.3399
N 4.9973 2.5760 -1.7777  -0.5428
F -7.9061 3.4865 -0.0160  -0.2252
H -4.2596 2.6099 9.0580  0.2319
O -1.3936 0.3638 1.6195  -0.7563
C -6.6261 -0.4009 7.0597  -0.8824
C -6.8883 2.7875 0.4558  0.3844
C 0.2743 2.4146 2.4289  0.2628
C -3.8072 -0.1118 -7.3775  -0.6238
H 8.0015 -1.4496 -1.0671  0.3565
H 7.8490 -3.0058 -5.8796  0.2810
H 2.3382 3.7016 -3.0299  0.4300
C 0.2202 -1.7503 -0.3908  0.4247
O 0.7017 -0.8427 0.6104  -0.4008
C -0.6254 2.7025 -0.9482  -0.6317
H 5.1542 -4.3371 -4.4181  0.2968
H -3.6558 0.0640 5.5933  -0.1109
C -0.0407 -6.2937 1.7033  -0.8801
C -5.4155 -1.2230 6.9981  0.4619
C -2.9739 0.3535 -8.4908  0.2542
H 3.8783 -0.1003 -3.3852  0.1802
C -4.8127 2.5030 9.9895  -0.7643
H -4.9638 -0.1895 0.5478  0.4504
H 5.9957 4.3957 0.8118  0.2937
C 7.3312 -2.0564 -6.0043  -1.0326
H 1.4837 4.1594 1.8952  0.3094
C -7.0624 1.2028 -1.2718  0.3713
O -2.8923 -1.2213 -1.5881  -0.4652
H -0.7368 -6.1201 0.8854  0.2631
H -3.6833 3.1125 -3.1247  0.7618
O -3.6906 0.5935 -4.1137  -0.5209
H 1.0367 4.0710 3.5934  0.4201
C -3.9011 -0.2609 0.3277  -0.7066
H 4.2675 -4.1372 2.0148  0.3095
H -2.4199 -0.3650 4.4060  0.2038
H 6.5058 2.7059 0.9928  0.2768
H 0.7031 -7.0232 1.3893  0.2707
C 5.6527 3.3804 1.0033  -0.2551
C 4.6398 -4.9252 1.3635  -0.9461
H -0.2422 2.9627 -1.9408  0.1977
C 3.3584 0.8485 -3.5024  -1.0154
H 7.0293 -2.4401 -2.1664  -0.0679
H -5.5708 3.2811 10.0478  0.2669
H 4.0815 1.6600 -3.4406  0.1245
H 8.0506 -1.2438 -5.9289  0.3299
H -3.8132 0.6126 3.9145  0.1419
N -5.9403 0.1472 10.0789  -0.3919
C 7.3471 -2.3177 -1.1344  -0.7112
H 0.9961 -3.7104 -1.0259  0.3649
P -0.1843 0.4898 0.7596  0.6179
H -6.3670 0.6050 7.3771  0.1879
H -4.1253 2.6096 10.8257  0.3058
H 2.3009 3.0067 2.9940  0.2503
H 2.2581 1.9381 -3.1997  0.2002
N -4.4684 -1.8693 6.9537  -0.4396
H -2.0661 3.7231 0.2970  0.5045
F -7.1409 -0.0256 -0.8042  -0.2242
C 2.3540 1.0045 -2.4439  0.2922
H 4.4484 -3.8162 -2.8820  -0.0499
H -4.5752 -0.7870 -7.7491  0.3265
H -2.1451 2.2609 -3.0635  0.4121
O -4.5364 0.2261 -2.0854  -0.2208
O -7.7100 1.5766 -2.1718  -0.4113
N -2.3203 0.7170 -9.3602  -0.3622
O 0.8557 1.5670 1.4142  -0.2498
H 6.8617 -2.0299 -6.9853  0.3426
H -7.0932 -0.3577 6.0768  0.3438
O -5.5093 2.8553 -1.4422  -0.3973
O -6.6384 2.7835 1.6018  -0.4075
C 2.8975 2.8129 -3.3148  -1.0932
C -3.1356 2.3093 -2.6186  -1.0681
C 0.6219 -5.0376 2.0634  0.4149
H 0.0361 0.7796 -1.6100  -0.2525
N 5.5165 -1.7980 -4.1428  -0.4407
C 6.1520 -2.1364 -0.3148  0.4562
N 1.1364 -4.0518 2.3426  -0.3809
C 6.3103 -1.9101 -4.9633  0.5177
H 2.0151 -2.8110 0.1793  0.0808
H -3.4006 -1.0804 0.8320  0.5159
C -3.7107 -0.4731 -1.1625  0.4562
H 4.6984 -5.8643 1.9113  0.4044
N 4.3912 3.2724 3.2869  -0.4981
N 5.1514 -1.9802 0.2218  -0.3974
C 1.3678 -2.7479 -0.6897  -1.1230
H -0.0131 -1.2549 -1.3345  0.1662
H -3.1927 -0.6354 -6.6491  0.2196
C 4.9268 -4.6405 -3.4033  -0.5345
H -0.6410 -2.3283 -0.0479  0.2230
H -7.3263 -0.8275 7.7734  0.3425
H 5.6346 -4.6624 1.0126  0.2337
H 2.8747 0.8747 -4.4769  0.4469
H -1.6355 0.7221 -1.1178  0.3908
C 3.7649 -5.1003 0.2016  0.4931
C 6.1566 -4.9955 -2.6946  0.4338
N -1.7921 2.5994 5.2813  -0.5220
H 0.0512 1.8876 3.3503  0.3225
C 4.0810 2.6786 -2.4604  0.5312
C -4.3010 3.3621 -0.9342  0.0315
H 3.2024 2.9022 -4.3557  0.4032
H 7.8908 -3.2071 -0.8280  0.3397
C -5.4510 1.1838 10.0395  0.3716
N 7.0704 -5.2843 -2.0643  -0.5272
H -3.4403 0.6752 0.6360  -0.0413
H -4.2821 0.7369 -6.8915  0.2006
C -3.8017 0.9723 -2.9936  0.4279
O -4.3327 4.4337 -0.4207  -0.5437
N -6.1142 2.0022 -0.5088  0.7315
N -3.1352 2.6036 -1.1651  0.8242
H 4.2486 -5.4919 -3.4277  0.3781
C -2.3678 1.6377 5.0369  0.4244
C -1.9837 3.4129 -0.7423  -1.6555
C 1.3438 3.4683 2.7324  -1.3547
H -1.9621 4.3420 -1.3290  0.4639
H 4.9598 3.0833 0.2220  -0.1413
H 0.0818 3.1455 -0.2461  0.6303

Cartesian forces (eV/Å) of the 2 atoms listed first:
H -0.32 -0.31 0.34
C 0.09 0.06 -0.32

Computed properties:
Gap between HOMO and LUMO, eV: 9.419
LUMO energy, Ha: -0.00966
DFT total energy, eV: -96378.84182
HOMO level, eV: -9.682
2S+1: 1



Entry 2:
Formula: C38H57F9InN7O10S2
Source: the OMol25 dataset
Level of theory: the ωB97M-V functional and the def2-TZVPD basis

Last column: Mulliken charge in e.
Positions of all 124 atoms, in Å:
H -2.6772 5.8892 -0.2349  0.3388
H 2.4564 2.1123 -4.1666  0.5808
H 7.4261 1.8057 2.6810  0.2472
O 1.3474 -1.8395 0.4633  -0.1973
F 4.2627 -1.8630 1.2759  -0.0192
O 5.0544 2.7286 1.3934  -0.5395
H 0.8183 8.3340 1.0119  0.4230
H 7.3844 2.1216 -0.6154  0.2600
N 1.4074 0.6513 1.1660  -0.2127
H 6.9078 -3.1675 -0.1688  0.4479
C -3.8179 -2.7284 -1.2994  -0.4567
H 4.1645 -5.8856 1.7167  0.3918
C 1.8747 2.7942 -2.2129  0.6459
H 4.7540 2.8955 -1.2866  0.1001
C -1.3447 -0.1622 1.3631  0.1983
N -0.1229 -3.2255 -5.1746  -0.1258
C -0.9849 -2.8272 -4.1965  0.1013
C -4.3123 2.8376 1.0805  -0.6716
C -4.3441 -2.5937 0.0076  -0.1479
H -4.4886 -6.0292 -1.7552  0.5062
H -3.4145 -1.8374 -1.7608  0.5436
F 4.0390 0.1073 2.1365  -0.1651
F -1.3958 0.2606 2.6157  -0.2450
C 1.3848 7.5036 0.5835  -1.3519
C -1.6987 5.6979 -0.6932  -0.4951
H -0.9681 2.9427 -3.8652  0.2745
C 4.3886 -5.2251 0.8923  -0.6096
H 1.6708 -2.1239 -5.3370  0.2796
C 0.2513 -6.3932 3.7363  -0.5192
H 2.0956 7.1606 1.3249  0.2955
H 0.1685 3.8452 -2.1621  0.1450
H 2.9312 1.0678 -2.9375  0.0268
C -3.7427 -4.0098 -1.8876  -0.1095
H -0.5663 -3.2202 -2.1143  0.2345
H -5.8938 4.9398 3.4403  0.2683
H 5.7968 1.7819 -2.2129  0.4049
H -6.8231 3.4180 3.3035  0.2932
S 2.1259 -0.6234 0.5052  0.6947
N -0.7231 6.6345 -0.2655  -0.0554
F -5.8494 -5.7449 0.3747  -0.2477
C -4.8768 -3.6625 0.6886  -0.8108
H 2.3631 -5.0417 0.0717  0.6267
H 5.1612 -2.4959 -1.7854  0.3937
H -1.0443 -1.5163 -2.5603  -0.3028
F -1.1188 -1.4500 1.3335  -0.0079
H 8.3080 2.6540 1.4189  0.3694
N 0.7316 3.2385 -2.7460  0.0404
N 6.4457 2.1602 -0.2659  -0.1451
H -1.7542 -6.9763 3.4100  0.3931
H -3.3924 3.3930 1.2357  0.1670
H 1.8471 7.8894 -0.3232  0.3143
C 1.2964 -5.6019 3.3110  0.0839
H 0.5328 -2.0228 -2.9067  0.3490
H 1.7157 -3.7834 -5.9431  0.3664
F 2.8770 -1.5884 2.8688  -0.1964
N -5.0895 1.9712 4.3218  -0.1114
H -6.9869 4.4353 4.7308  0.3337
C 1.1039 -4.6086 2.3831  -0.1839
C -4.9832 -4.8644 -0.0396  0.6468
H -5.3751 -3.5907 1.6460  0.4811
C 3.4281 -4.8379 -0.0050  -0.3128
O -2.5941 2.3984 -1.1450  -0.3290
F 2.4771 -5.7021 3.9040  -0.2998
C -4.4197 1.7304 -2.5650  -1.2679
C 2.8451 2.1363 -3.1353  -1.1799
C 4.9781 -3.3186 -1.1024  -0.2261
C 5.3658 1.9968 -1.2345  -0.5523
S -0.0615 0.8411 0.4169  0.3428
H -0.2247 -3.8080 0.9021  0.3616
H 6.4470 -4.9377 1.4709  0.4351
H 7.1892 3.5841 2.4340  0.2920
C -4.3428 -5.0749 -1.2654  -0.7985
N -4.6817 2.6127 -0.3064  -0.1083
H 1.7264 -3.5064 -4.2126  0.1386
H -4.0104 0.7577 -2.8345  0.1824
H -1.9448 5.8175 -1.7571  0.3211
C 5.6665 -4.6565 0.7749  -0.3872
H -5.6119 2.2743 -0.4828  0.2412
C -4.0297 1.0972 4.6930  -0.8907
C 6.1866 2.4634 1.0209  0.5077
H -5.8174 1.5252 3.7944  0.2842
H 0.5117 3.3041 -4.8081  0.3952
H -3.8393 1.1583 5.7681  0.3608
H -4.2864 2.4017 -3.4181  0.3102
C -3.8050 2.2950 -1.3035  0.6318
H 0.2210 1.6801 -4.1063  0.3465
C -1.0108 -6.2470 3.1222  -0.5189
H 3.7883 2.6600 -3.2458  0.3400
C 3.4117 -1.0061 1.7877  0.0994
H -1.4501 4.6639 -0.4825  -0.1671
H -4.2481 0.0623 4.4394  0.3484
H -0.5462 -3.4445 -6.0633  0.3090
C -0.4835 -2.4099 -2.8304  0.1650
C 7.3649 2.6190 1.9652  -1.1176
C -0.1366 -4.4684 1.7518  -0.1628
C -5.1636 3.2984 4.6195  0.6907
C 0.0896 2.7506 -3.9610  -1.1654
H -3.2233 -4.0837 -2.8371  0.5078
C 3.7184 -3.8860 -0.9992  0.4800
C -6.2806 4.0843 3.9816  -1.0127
O 2.1628 2.9565 -1.0348  -0.0992
H -4.3374 -1.5870 0.4113  0.4395
O -0.4110 2.1855 0.7287  -0.6085
H -3.0493 1.3128 4.2511  0.1767
O -0.2101 0.4260 -0.9437  -0.0391
O 2.8867 -0.3542 -0.6830  -0.5489
H 0.3998 -7.2626 4.3634  0.4091
H -5.1168 3.4622 1.4721  0.3890
O -2.1910 -2.8115 -4.4383  -0.6875
H -5.5048 1.5998 -2.5262  0.4491
F -2.5021 0.0841 0.7686  -0.1295
H -2.1523 -5.0583 1.7087  0.4107
C -1.1842 -5.3185 2.1275  -0.3950
H -0.9023 7.6185 -0.3744  0.2237
H -4.2475 1.9188 1.6653  0.0816
H 4.7627 1.1203 -0.9992  0.1055
C 0.4733 6.3327 0.2899  0.6005
H 1.9041 -3.9411 2.0893  0.7028
C 5.9651 -3.6921 -0.2199  -0.6358
C 1.3280 -3.1476 -5.1502  -0.6786
In 2.1658 3.2540 2.0571  1.1930
O 0.7599 5.1863 0.6618  -0.5727
O -4.2738 3.8570 5.2647  -0.6334
F 2.7673 -3.5353 -1.8100  -0.0876

Cartesian forces (eV/Å) of the 2 atoms listed first:
H 0.23 -0.01 0.37
H -0.05 0.31 0.26

Computed properties:
Gap between HOMO and LUMO, eV: 1.467
LUMO energy, Ha: -0.41640
DFT total energy, eV: -122519.00760
HOMO level, eV: -12.798
Charge: +2
2S+1: 1